7
Properties=species:S:1:pos:R:3:mulliken_charge:R:1 method="wB97M-V/def2-TZVPD" de_lowest_kj_mol=13.2 smiles=SS.S
S 0.9587 -0.7047 -2.0943 -0.28
H 0.9285 -1.6044 -3.0858 0.14
H -0.1533 -1.1911 -1.4989 0.14
S -0.4601 -0.1960 2.0509 -0.17
S 0.3536 1.6120 1.8280 -0.15
H -1.7698 0.0574 2.2368 0.16
H 0.1424 2.0267 0.5632 0.15

=====

53
Properties=species:S:1:pos:R:3:mulliken_charge:R:1 method="wB97M-V/def2-TZVPD" total_charge=+3
In -0.3813 -0.2104 -0.2521 1.00
S 1.9132 -1.2770 0.6546 0.19
S 0.4823 2.3207 -0.5387 0.19
C 3.5881 -0.5450 0.4923 -0.74
C 1.8951 -2.2504 -0.9126 -0.81
C 1.9870 -1.3836 -2.1629 -0.55
N 0.8185 -0.4271 -2.3027 -0.20
C 1.1859 0.9181 -2.8859 -0.56
C 0.3182 2.0529 -2.3523 -0.69
H 0.9930 -2.8805 -0.9078 0.23
H 2.7746 -2.9061 -0.8319 0.68
H 2.0251 -2.0284 -3.0557 0.37
H 2.9180 -0.8044 -2.1449 0.34
H 1.0887 0.8681 -3.9829 0.36
H 2.2409 1.1214 -2.6693 0.36
H -0.7481 1.9017 -2.5771 0.16
H 0.6302 3.0085 -2.7979 0.64
C 2.2492 2.8041 -0.4816 -0.67
H 0.1648 -0.8611 -2.9608 0.40
H 2.9354 1.9606 -0.5921 -0.02
H 2.3791 3.2453 0.5158 0.42
H 2.4356 3.5683 -1.2443 0.41
H 3.8465 -0.2189 1.5103 0.44
H 3.6299 0.3201 -0.1762 0.03
H 4.2976 -1.3204 0.1769 0.40
C -3.5510 -2.1828 -2.1894 -0.75
C -3.9985 -1.9806 -0.9448 -0.26
H -3.0588 -3.1179 -2.4767 0.31
H -3.7328 -1.4555 -2.9874 0.31
H -3.8803 -2.7304 -0.1587 0.24
H -4.5825 -1.0960 -0.6788 0.23
C -4.2135 2.2340 -0.0012 -0.97
C -3.0103 1.6933 -0.4474 0.19
N -2.3684 0.7455 0.2638 -0.11
C -2.9461 0.1724 1.3626 0.16
C -4.1603 0.7057 1.8822 0.84
C -4.7311 1.8034 1.2101 -0.57
C -4.7598 0.0234 2.9875 -0.98
C -4.2702 -1.1787 3.4474 -0.98
C -3.1336 -1.8084 2.8482 0.89
C -2.7203 -3.1285 3.1133 -0.56
C -1.7718 -3.7377 2.3082 -0.97
C -1.0961 -2.9707 1.3615 0.17
N -1.3774 -1.6632 1.1947 -0.13
C -2.4329 -1.0848 1.8426 0.21
H -4.7019 2.9890 -0.6107 0.51
H -2.5342 2.0260 -1.3694 0.21
H -5.6243 2.2538 1.6350 0.48
H -5.6711 0.4567 3.4057 0.45
H -4.7753 -1.7242 4.2498 0.45
H -3.1987 -3.6639 3.9304 0.49
H -1.5224 -4.7914 2.3943 0.51
H -0.3022 -3.3842 0.7400 0.25

=====

23
Properties=species:S:1:pos:R:3:mulliken_charge:R:1 method="wB97M-V/def2-TZVPD" de_lowest_kj_mol=532.4
C 2.9922 0.2182 0.1740 -1.12
C 1.9036 -0.6504 -0.4539 -0.33
C 0.6986 -0.9834 0.4699 -1.02
C -0.6372 -0.5059 0.0347 0.38
C -1.7902 -1.3591 0.2038 -0.45
N -2.9466 -1.1814 -0.3058 -0.62
C -0.7370 0.8699 -0.3500 0.51
C -2.0957 1.5444 -0.5111 -1.58
H 2.3924 0.9834 0.6766 0.20
H 3.5391 -0.2480 0.9872 0.30
H 3.6374 0.7978 -0.4669 0.35
H 2.3401 -1.5473 -0.8948 0.41
H 1.4945 -0.0735 -1.2782 0.19
H 0.6552 -2.0750 0.5067 0.36
H 0.9068 -0.6297 1.5013 0.43
H -1.5324 -2.2807 0.7526 0.35
H 0.5255 1.6983 0.9014 0.17
H -3.5717 -1.8775 0.0919 0.24
H -0.1055 1.1295 -1.1879 0.29
H -0.3923 1.1093 0.8123 -0.23
H -2.7770 1.1937 0.2439 0.41
H -2.5623 1.2475 -1.4441 0.38
H -1.9374 2.6202 -0.4638 0.38

=====

95
Properties=species:S:1:pos:R:3:mulliken_spin:R:1 method="wB97M-V/def2-TZVPD" s_squared=6.04 multiplicity=5 total_charge=+1
Co 1.5363 0.8364 1.3420 2.01
C 0.8553 -1.8603 2.3666 0.05
C 1.9424 -1.2560 3.0392 0.08
C 0.2934 0.3811 2.7988 0.21
C -0.1264 -0.8729 2.1229 -0.06
C 1.6514 0.1318 3.2872 -0.19
C 0.7225 -3.3167 2.1024 0.00
H 1.7095 -3.7662 2.0000 0.00
H 0.1553 -3.5025 1.1909 0.00
H 0.2055 -3.8289 2.9197 0.00
C -1.5281 -1.1127 1.7072 -0.07
H -1.5882 -1.9914 1.0540 0.00
H -1.9384 -0.2483 1.1544 0.12
H -2.2068 -1.2923 2.5625 0.01
C -0.6612 1.2972 3.4902 -0.05
H -1.0206 0.8339 4.4194 0.00
H -1.5373 1.4991 2.8689 0.02
H -0.1698 2.2368 3.7523 0.00
C 2.2763 0.9088 4.3926 0.00
H 1.9164 0.5672 5.3704 0.00
H 2.0363 1.9663 4.3155 0.00
H 3.3598 0.7996 4.3923 0.00
C 3.0886 -1.9988 3.6493 0.00
H 2.8008 -2.5882 4.5495 0.00
H 3.8932 -1.3054 3.9576 0.00
H 3.5171 -2.7175 2.9219 0.00
C -0.9116 -2.6886 -2.3203 0.00
C -0.1800 -3.7084 -1.9831 0.00
C 1.2828 -3.8091 -1.6582 0.04
C 2.3057 -3.1750 -2.6672 0.03
C 2.6947 -1.8018 -2.1846 0.19
C 1.7370 -1.0166 -1.4373 0.41
C 0.2932 -0.7335 -1.5155 -0.10
C -0.4033 -1.3335 -2.7372 0.04
H 1.5347 -4.8760 -1.6467 0.00
H 2.0083 -3.2139 -3.7243 0.00
H 1.5378 -3.4329 -0.6553 -0.01
H 0.3049 -1.4014 -3.5900 -0.01
H -2.0242 -2.7943 -2.3977 0.00
H -0.6833 -4.6762 -1.7966 0.00
H -1.2167 -0.6724 -3.0774 0.00
H -0.1941 -1.1343 -0.5984 0.04
H 2.0661 -0.8369 -0.3385 0.09
H 0.0714 0.3627 -1.4249 0.10
H 3.2402 -3.7547 -2.5834 0.00
H 3.6202 -1.9190 -1.5998 0.01
P 3.2416 -0.0412 -2.7513 0.09
C 2.5404 0.2651 -4.3872 0.01
C 5.0058 -0.3380 -3.2767 0.06
P 3.0345 1.4758 0.1159 -0.10
C 3.1776 1.4878 -1.7784 0.05
C 4.7730 0.8785 0.3704 -0.01
C 3.1651 3.3197 0.3436 -0.01
H 1.9550 1.1915 -4.3837 0.00
H 1.9172 -0.5808 -4.6944 0.00
H 3.3387 0.3786 -5.1380 0.00
H 5.2274 0.2731 -4.1614 0.00
H 5.1329 -1.3850 -3.5715 -0.01
H 5.7427 -0.0940 -2.5054 0.00
H 3.6615 3.7663 -0.5350 0.00
H 3.7396 3.5277 1.2610 0.00
H 2.1445 3.7286 0.4432 -0.01
H 2.3278 2.0868 -2.1566 0.01
H 4.1101 2.0520 -1.9955 0.00
H 5.1438 1.2450 1.3426 0.00
H 5.4417 1.2363 -0.4386 0.00
H 4.7730 -0.2258 0.3747 0.00
C -5.9154 0.6841 -1.8441 0.04
Si -4.7481 0.0036 -0.5344 -0.03
C -5.7837 -0.3599 0.9985 0.02
C -4.0181 -1.6303 -1.1625 0.02
C -3.3530 1.1383 -0.1511 0.76
Si -3.3640 2.9010 0.4901 -0.06
C -4.4569 3.1356 2.0015 0.02
C -1.5838 3.3669 0.9511 -0.05
C -4.0024 4.1027 -0.8047 0.05
H -6.4108 -0.1376 -2.3794 0.00
H -5.3757 1.2935 -2.5801 0.00
H -6.6959 1.3098 -1.3916 0.00
H -6.8381 -0.0895 0.8236 0.00
H -5.7476 -1.4343 1.2431 0.00
H -5.4177 0.2037 1.8694 0.00
H -3.8845 -1.6244 -2.2564 0.00
H -4.6735 -2.4809 -0.9108 0.00
H -3.0331 -1.8283 -0.7114 0.00
H -2.4735 0.9478 -0.8017 0.10
H -5.3265 2.4731 1.9930 0.00
H -4.8195 4.1703 2.0128 0.00
H -3.9045 2.9642 2.9312 0.00
H -1.1036 3.9518 0.1511 -0.01
H -1.5643 3.9741 1.8711 0.00
H -0.9577 2.4736 1.1194 0.11
H -3.1755 4.6292 -1.2978 0.00
H -4.5848 3.5792 -1.5719 -0.01
H -4.6491 4.8509 -0.3270 0.00

=====

10
Properties=species:S:1:pos:R:3:mulliken_charge:R:1 method="wB97M-V/def2-TZVPD" de_lowest_kj_mol=103.0 smiles=S[C@H]1C[NH2+]1 total_charge=+1
C -0.4396 0.6626 -0.6743 -0.31
C 0.4050 0.2143 0.4247 -0.21
N -0.5390 -0.7090 -0.1988 -0.21
S 2.1884 -0.1845 -0.0571 -0.12
H -1.2507 1.3496 -0.4643 0.29
H 0.0422 0.9933 -1.7004 0.27
H 0.2289 0.6049 1.3802 0.45
H -1.1921 -1.0772 0.4873 0.31
H -0.1505 -1.5626 -0.7895 0.37
H 2.4173 -0.7327 1.0370 0.16

=====

67
Properties=species:S:1:pos:R:3:mulliken_spin:R:1 method="wB97M-V/def2-TZVPD" de_lowest_kj_mol=363.5 s_squared=0.76 multiplicity=2
Ir 0.6399 0.7105 0.2354 0.69
N 6.5452 -1.5403 4.2585 0.00
C 5.2448 -1.0765 4.1567 0.00
C 4.1780 -1.8585 4.6139 0.00
C 2.8767 -1.4241 4.4634 0.00
C 2.6336 -0.1953 3.8618 0.00
C 3.6830 0.5980 3.4131 0.00
C 4.9808 0.1574 3.5537 0.00
S 0.9971 0.3620 3.6357 0.00
O 0.9945 1.7914 3.5826 0.00
O 0.1307 -0.3514 4.5218 0.00
N 0.6087 -0.1035 2.0763 0.05
C 0.4467 -1.4029 1.6816 0.00
N 0.6400 -2.5026 2.3833 0.01
C 0.4804 -3.6383 1.7063 0.00
C 0.1568 -3.7023 0.3571 0.01
C -0.0350 -2.4988 -0.2979 0.00
N 0.0760 -1.3619 0.3696 0.00
H 6.7154 -2.2366 4.9647 0.00
H 7.2688 -0.8432 4.2029 0.00
H 4.3799 -2.8129 5.0853 0.00
H 2.0437 -2.0216 4.8056 0.00
H 3.4795 1.5609 2.9652 0.00
H 5.7967 0.7684 3.1874 0.00
H 0.6282 -4.5488 2.2763 0.00
H 0.0525 -4.6455 -0.1556 0.00
H -0.2970 -2.4283 -1.3462 0.00
Cl 0.9847 6.1137 -4.5406 0.00
C 0.8361 4.6379 -3.6718 0.03
C 0.2758 3.5157 -4.2792 -0.01
Cl -0.2709 3.5958 -5.9082 0.00
C 0.1803 2.3301 -3.5665 0.02
Cl -0.4689 0.9154 -4.2990 0.00
C 0.6364 2.2241 -2.2458 0.00
O 0.5586 1.0235 -1.6658 0.09
C 1.2190 3.3539 -1.6569 0.02
O 1.7530 3.4037 -0.3869 0.00
C 1.3043 4.5473 -2.3681 -0.01
Cl 2.0555 5.8951 -1.6062 0.00
C 3.6559 2.8460 -6.0044 0.00
C 3.7291 2.4444 -4.5586 0.00
C 3.2988 1.1888 -4.1396 0.00
C 3.2847 0.8524 -2.7956 0.00
C 3.7220 1.7850 -1.8676 0.01
C 4.2178 3.0232 -2.2636 0.00
C 4.2127 3.3442 -3.6071 0.00
S 3.4656 1.4973 -0.1590 0.00
O 3.1969 0.0872 0.0693 0.00
O 4.5034 2.1573 0.5693 0.00
N 1.9784 2.1678 0.2322 0.06
C -0.8142 1.9878 0.7112 -0.01
C -0.5974 3.1780 1.3998 0.00
C -1.6962 3.9851 1.6298 -0.01
C -2.9471 3.5875 1.1773 0.02
C -3.0499 2.3739 0.5229 -0.01
N -1.9979 1.5843 0.3008 0.02
H 3.3091 2.0240 -6.6284 0.00
H 4.6306 3.1713 -6.3705 0.00
H 2.9635 3.6815 -6.1296 0.00
H 2.9388 0.4767 -4.8721 0.00
H 2.9078 -0.1042 -2.4622 0.00
H 4.5615 3.7283 -1.5187 0.00
H 4.5639 4.3189 -3.9251 0.00
H 0.3821 3.4392 1.7641 0.00
H -1.5736 4.9160 2.1686 0.00
H -3.8238 4.1981 1.3423 0.00
H -4.0056 2.0086 0.1652 0.00

=====

Total energy: -32570.214; -52466.775; -8986.972; -104032.413; -14487.648; -125183.053 (eV)